(1)
A 3-piece molecular cluster, CH8N2O overall at a distorted geometry. Source: the Open Molecules 2025 dataset; level of theory: ωB97M-V/def2-TZVPD.

Summary:
Energy relative to the best compared isomer or geometry (same formula, charge and spin) = 6.757 eV
Maximum force = 3.2 eV Å⁻¹
E_tot = -6187.67135 eV
LUMO level = -3.29 eV

The geometry in ORCA input format:
```
! RIJCOSX wB97M-V def2-TZVPD def2/J DEFGRID3
* xyz 0 1
N -2.153 0.318 -0.807
H -1.355 0.948 -0.792
H -2.389 0.512 0.201
H -0.906 -3.296 1.747
H -1.723 -0.614 -0.679
N 1.712 -0.090 -0.717
C 1.675 1.278 -0.312
O 0.725 1.999 -0.766
H 0.807 -0.595 -0.682
H -0.404 -3.525 2.223
H 1.326 1.252 0.953
H 2.685 1.812 -0.368
*
```


(2)
A single CH8N2OSi2 molecule at a distorted geometry. Source: the Open Molecules 2025 dataset; level of theory: ωB97M-V/def2-TZVPD.

Summary:
SMILES string = NC(=O)N([SiH3])[SiH3]
Maximum force = 5.9 eV Å⁻¹
E_tot = -21948.63715 eV
LUMO level = 0.62 eV

The geometry in ORCA input format:
```
! RIJCOSX wB97M-V def2-TZVPD def2/J DEFGRID3
* xyz 0 1
C 0.686 -0.351 -1.728
N 0.156 -1.510 -2.008
N 0.024 0.037 -0.221
O 1.386 0.431 -2.286
Si -1.119 1.381 -0.319
Si 0.837 -0.177 1.360
H -0.387 -1.939 -1.123
H 0.552 -2.062 -2.663
H -0.747 2.221 -1.422
H -2.470 0.595 -0.542
H -1.045 2.078 0.818
H -0.139 -0.525 2.410
H 1.931 -1.076 1.117
H 1.344 1.328 1.818
*
```


> What is the LUMO level in the first record?

-3.29 eV